Entry 1:
Below is a 2-piece molecular cluster, C5H15NO overall, with properties calculated with ωB97M-V/def2-TZVPD.

Structure (XYZ):
```
22
C5H15NO | OMol25 | ωB97M-V/def2-TZVPD
C -2.210 -0.610 -0.563
C -1.109 0.038 0.307
C -0.126 1.022 -0.436
C 0.762 1.681 0.579
C 0.509 0.440 -1.687
N -0.452 -1.143 0.946
H -3.226 -0.410 -0.215
H -2.114 -1.694 -0.604
H -2.133 -0.216 -1.583
H -1.619 0.491 1.157
H -0.940 1.646 -0.800
H 0.207 2.076 1.418
H 1.585 1.082 0.994
H 1.258 2.622 0.291
H -0.191 -0.209 -2.233
H 1.254 -0.290 -1.373
H 0.987 1.274 -2.196
H 0.423 -1.038 1.496
H -0.146 -1.735 0.165
H 1.767 -1.717 1.040
H 3.109 -1.996 1.649
O 2.406 -1.315 1.648
```

Values from the calculation:
Charge: -1
F_max, eV/A: 2.8
Electronic energy, Ha: -329.42385
Spin multiplicity: 2
HOMO energy (alpha / beta), eV: 1.0 / -5.6
LUMO (alpha / beta), eV: 3.726 / 3.621
<S²>: 0.750
Gap between HOMO and LUMO (alpha / beta), eV: 2.752 / 9.189
Relative energy (zero: lowest compared OMol25 entry of this formula, charge and spin), kcal/mol: 18.4

Atomic partial charges in e from the Mulliken method, atoms 1 to 4: C -1.256; C -0.304; C 1.180; C -2.320

Entry 2:
Below is a 2-piece molecular cluster, C5H15NO overall, with properties calculated with ωB97M-V/def2-TZVPD.

Structure (XYZ):
```
22
C5H15NO | OMol25 | ωB97M-V/def2-TZVPD
C -0.946 1.566 -1.128
C -1.209 0.390 -0.045
C 0.168 -0.041 0.732
C -0.280 -0.901 1.972
C 0.921 1.114 1.471
N -2.422 0.710 0.628
H -0.050 1.285 -1.629
H -1.606 1.456 -1.948
H -0.736 2.559 -0.723
H -1.555 -0.483 -0.761
H 0.875 -0.387 -0.022
H -0.988 -0.236 2.464
H 0.496 -1.325 2.730
H -1.168 -1.647 1.713
H 0.422 1.443 2.403
H 1.866 0.588 1.904
H 1.086 1.999 0.830
H -2.350 1.788 0.914
H -3.298 0.475 0.112
H 3.001 -3.258 -4.402
H 4.368 -3.573 -3.735
O 3.405 -3.520 -3.480
```

Values from the calculation:
SMILES string: CC(C)[C@H](C)N.O
F_max, eV/A: 4.1
Electronic energy, Ha: -329.40857
HOMO energy, eV: -8.7
LUMO, eV: 0.855
Gap between HOMO and LUMO, eV: 9.600
Relative energy (zero: lowest compared OMol25 entry of this formula, charge and spin), kcal/mol: 62.1

Atomic partial charges in e from the Mulliken method, atoms 1 to 4: C -1.432; C -0.086; C 0.221; C -1.262

Entry 3:
Below is a 2-piece molecular cluster, C5H15NO overall, with properties calculated with ωB97M-V/def2-TZVPD.

Structure (XYZ):
```
22
C5H15NO | OMol25 | ωB97M-V/def2-TZVPD
C 1.121 -0.163 -0.999
C -0.314 -0.679 -0.755
C -0.375 -1.653 0.402
C -1.200 0.548 -0.509
C -2.705 0.330 -0.565
N 2.132 -1.238 -0.860
H 1.326 0.539 -0.188
H 1.180 0.274 -1.996
H -0.619 -1.246 -1.633
H -1.405 -1.973 0.575
H 0.084 -1.247 1.297
H 0.196 -2.557 0.183
H -0.896 0.976 0.446
H -0.959 1.277 -1.292
H -3.245 1.225 -0.261
H -3.064 -0.471 0.086
H -2.984 0.062 -1.577
H 2.051 -1.888 -1.637
H 3.064 -0.849 -0.924
H 1.583 1.579 2.404
H 0.981 2.272 3.606
O 1.139 2.393 2.665
```

Values from the calculation:
SMILES string: CC[C@H](C)CN.O
F_max, eV/A: 1.3
Electronic energy, Ha: -329.48859
HOMO energy, eV: -9.4
LUMO, eV: 0.828
Gap between HOMO and LUMO, eV: 10.180
Relative energy (zero: lowest compared OMol25 entry of this formula, charge and spin), kcal/mol: 11.9

Atomic partial charges in e from the Mulliken method, atoms 1 to 4: C -0.756; C 0.547; C -1.389; C -0.420

Entry 4:
Below is a 2-piece molecular cluster, C5H15NO overall, with properties calculated with ωB97M-V/def2-TZVPD.

Structure (XYZ):
```
22
C5H15NO | OMol25 | ωB97M-V/def2-TZVPD
C -0.512 -0.491 -1.815
C -1.025 0.878 -1.421
N -0.654 1.315 -0.083
C -1.237 0.593 1.030
C -0.420 -0.611 1.575
C 0.734 1.628 0.085
H -0.957 -1.309 -1.238
H 0.512 -0.663 -1.691
H -0.749 -0.714 -2.857
H -0.666 1.618 -2.138
H -2.109 0.954 -1.440
H -1.352 1.300 1.851
H -2.215 0.189 0.789
H -0.929 -1.004 2.445
H -0.362 -1.414 0.845
H 0.563 -0.253 1.871
H 0.908 2.097 1.057
H 1.427 0.776 0.002
H 1.080 2.281 -0.671
H 2.752 -2.878 1.211
H 2.855 -2.131 -0.116
O 2.357 -2.163 0.709
```

Values from the calculation:
SMILES string: CCN(C)CC.O
F_max, eV/A: 2.1
Electronic energy, Ha: -329.46516
HOMO energy, eV: -7.8
LUMO, eV: 0.677
Gap between HOMO and LUMO, eV: 8.469
Relative energy (zero: lowest compared OMol25 entry of this formula, charge and spin), kcal/mol: 26.6

Atomic partial charges in e from the Mulliken method, atoms 1 to 4: C -1.019; C -0.560; N 0.137; C -0.694

Entry 5:
Below is a 2-piece molecular cluster, C5H15NO overall, with properties calculated with ωB97M-V/def2-TZVPD.

Structure (XYZ):
```
22
C5H15NO | OMol25 | ωB97M-V/def2-TZVPD
C -0.044 1.514 0.222
C -1.427 1.999 -0.215
C 0.618 0.305 -0.589
N -0.378 -0.825 -0.655
C -0.607 -1.487 0.710
C -0.266 -1.899 -1.703
H 0.673 2.334 0.062
H -0.070 1.152 1.254
H -2.117 1.139 -0.179
H -1.384 2.260 -1.283
H -1.777 2.830 0.413
H 0.966 0.562 -1.676
H 1.520 -0.093 0.010
H -1.231 -2.475 0.416
H 0.126 -1.745 1.421
H -1.345 -0.812 1.205
H -1.219 -2.496 -1.509
H 0.700 -2.451 -1.650
H -0.522 -1.525 -2.752
H 3.268 0.626 2.496
H 2.091 0.125 1.846
O 2.425 0.964 2.157
```

Values from the calculation:
SMILES string: CCCN(C)C.O
F_max, eV/A: 5.4
Electronic energy, Ha: -329.42085
HOMO energy, eV: -8.3
LUMO, eV: 0.732
Gap between HOMO and LUMO, eV: 9.070
Relative energy (zero: lowest compared OMol25 entry of this formula, charge and spin), kcal/mol: 54.4

Atomic partial charges in e from the Mulliken method, atoms 1 to 4: C -0.317; C -1.257; C -0.568; N 0.078

Entry 6:
Below is a 2-piece molecular cluster, C5H15NO overall, with properties calculated with ωB97M-V/def2-TZVPD.

Structure (XYZ):
```
22
C5H15NO | OMol25 | ωB97M-V/def2-TZVPD
C 0.991 1.433 0.254
C 0.652 -0.060 0.424
C 1.950 -0.759 0.815
C 0.054 -0.603 -0.921
C 0.386 -2.041 -1.315
N 0.708 2.178 1.464
H 2.067 1.556 0.092
H 0.695 1.889 -0.711
H -0.139 -0.146 1.156
H 2.592 -0.843 -0.065
H 2.497 -0.232 1.591
H 1.846 -1.794 1.144
H 0.404 0.045 -1.719
H -1.017 -0.537 -0.796
H -0.426 -2.678 -1.674
H 1.070 -2.086 -2.163
H 0.910 -2.591 -0.584
H -0.269 2.202 1.735
H 1.011 3.136 1.463
H -5.946 0.680 0.429
H -4.842 0.245 -0.550
O -5.194 1.005 -0.069
```

Values from the calculation:
SMILES string: CC[C@@H](C)CN.O
F_max, eV/A: 1.5
Electronic energy, Ha: -329.46554
HOMO energy, eV: -9.0
LUMO, eV: 0.753
Gap between HOMO and LUMO, eV: 9.728
Relative energy (zero: lowest compared OMol25 entry of this formula, charge and spin), kcal/mol: 26.4

Atomic partial charges in e from the Mulliken method, atoms 1 to 4: C -0.818; C 0.645; C -1.746; C -0.532

Entry 7:
Below is a 3-piece molecular cluster, C5H15NO overall, with properties calculated with ωB97M-V/def2-TZVPD.

Structure (XYZ):
```
22
C5H15NO | OMol25 | ωB97M-V/def2-TZVPD
C -1.110 -0.057 2.199
C -0.606 -1.771 1.910
C 0.039 0.712 1.723
N 1.765 0.104 -2.208
C 1.122 0.178 -0.906
C -0.395 0.057 -0.937
H 0.804 0.864 2.478
H -1.991 -0.140 1.570
H -1.500 -2.443 1.981
H 0.118 -2.166 2.646
H -0.096 -1.637 0.971
H -1.445 -0.035 3.276
H -0.406 1.742 1.471
H 1.783 -0.848 -2.565
H 1.636 -0.446 -0.157
H 1.358 1.149 -0.513
H -0.556 0.351 0.248
H -0.828 0.776 -1.641
H -0.848 -0.889 -1.216
H 0.090 2.161 -4.165
H 1.097 0.701 -2.797
O -0.032 1.636 -3.366
```

Values from the calculation:
F_max, eV/A: 5.8
Electronic energy, Ha: -329.16418
HOMO energy, eV: -7.5
LUMO, eV: -3.567
Gap between HOMO and LUMO, eV: 3.937
Relative energy (zero: lowest compared OMol25 entry of this formula, charge and spin), kcal/mol: 215.5

Atomic partial charges in e from the Mulliken method, atoms 1 to 4: C -0.597; C -0.748; C -0.644; N -0.575

Entry 8:
Below is a 2-piece molecular cluster, C5H15NO overall, with properties calculated with ωB97M-V/def2-TZVPD.

Structure (XYZ):
```
22
C5H15NO | OMol25 | ωB97M-V/def2-TZVPD
C 1.705 -1.220 -0.069
C 0.574 -0.189 0.079
N -0.077 0.018 1.411
C -2.268 0.917 0.187
C -1.206 0.905 1.376
C -1.943 0.946 2.713
H 2.546 -0.750 0.458
H 1.480 -2.156 0.471
H 1.864 -1.418 -1.133
H -0.201 -0.605 -0.594
H 0.676 0.810 -0.365
H -0.341 -0.892 1.834
H -3.315 0.849 0.513
H -2.278 0.158 -0.570
H -2.064 1.841 -0.373
H -0.789 1.915 1.276
H -2.242 -0.053 3.174
H -2.940 1.286 2.495
H -1.585 1.636 3.447
H 4.450 -2.062 -5.642
H 3.900 -0.739 -4.927
O 4.055 -1.197 -5.759
```

Values from the calculation:
Charge: +1
F_max, eV/A: 4.6
Electronic energy, Ha: -329.13424
Spin multiplicity: 2
HOMO energy (alpha / beta), eV: -13.4 / -13.4
LUMO (alpha / beta), eV: -3.002 / -8.157
<S²>: 0.755
Gap between HOMO and LUMO (alpha / beta), eV: 10.427 / 5.272
Relative energy (zero: lowest compared OMol25 entry of this formula, charge and spin), kcal/mol: 38.9

Atomic partial charges in e from the Mulliken method, atoms 1 to 4: C -1.119; C -0.358; N 0.043; C -1.213

Entry 9:
Below is a 2-piece molecular cluster, C5H15NO overall, with properties calculated with ωB97M-V/def2-TZVPD.

Structure (XYZ):
```
22
C5H15NO | OMol25 | ωB97M-V/def2-TZVPD
C 1.745 -0.780 -0.545
C 2.558 -1.095 -1.770
C 0.537 0.169 -0.975
N -0.383 0.485 0.103
C -0.897 -0.536 0.995
C -0.255 -0.490 2.402
H 2.275 -0.205 0.218
H 1.218 -1.589 -0.046
H 3.275 -1.842 -1.423
H 1.931 -1.489 -2.567
H 3.129 -0.258 -2.164
H 0.897 1.127 -1.348
H -0.037 -0.321 -1.767
H -0.039 1.301 0.620
H -0.798 -1.462 0.428
H -1.959 -0.351 1.186
H -0.675 -1.280 3.012
H -0.376 0.532 2.763
H 0.820 -0.651 2.322
H -3.720 1.579 -0.404
H -2.173 1.478 -0.425
O -2.901 2.071 -0.192
```

Values from the calculation:
Charge: +1
F_max, eV/A: 2.7
Electronic energy, Ha: -329.16807
Spin multiplicity: 2
HOMO energy (alpha / beta), eV: -15.1 / -15.1
LUMO (alpha / beta), eV: -2.931 / -8.067
<S²>: 0.755
Gap between HOMO and LUMO (alpha / beta), eV: 12.218 / 7.061
Relative energy (zero: lowest compared OMol25 entry of this formula, charge and spin), kcal/mol: 17.7

Atomic partial charges in e from the Mulliken method, atoms 1 to 4: C -0.154; C -1.293; C -0.870; N -0.003

Entry 10:
Below is a 2-piece molecular cluster, C5H15NO overall, with properties calculated with ωB97M-V/def2-TZVPD.

Structure (XYZ):
```
22
C5H15NO | OMol25 | ωB97M-V/def2-TZVPD
C -0.943 0.470 1.236
C -0.724 -0.477 0.022
C 0.737 -0.849 -0.251
C 0.884 -1.516 -1.656
C 1.278 -1.815 0.830
N -1.518 -1.630 0.206
H -0.974 1.488 0.858
H -1.781 0.207 1.866
H -0.047 0.445 1.840
H -1.015 -0.022 -0.935
H 1.387 0.023 -0.289
H 1.781 -1.131 -2.122
H -0.044 -1.498 -2.224
H 1.045 -2.597 -1.528
H 0.742 -1.718 1.787
H 1.140 -2.858 0.580
H 2.310 -1.630 1.093
H -1.103 -2.451 0.669
H -2.488 -1.441 0.447
H 0.431 6.763 -0.801
H -1.000 6.276 -0.730
O -0.096 5.961 -0.899
```

Values from the calculation:
Charge: +1
F_max, eV/A: 2.0
Electronic energy, Ha: -329.15869
Spin multiplicity: 2
HOMO energy (alpha / beta), eV: -13.6 / -13.6
LUMO (alpha / beta), eV: -3.213 / -8.292
<S²>: 0.754
Gap between HOMO and LUMO (alpha / beta), eV: 10.386 / 5.307
Relative energy (zero: lowest compared OMol25 entry of this formula, charge and spin), kcal/mol: 23.6

Atomic partial charges in e from the Mulliken method, atoms 1 to 4: C -1.257; C -0.018; C 0.418; C -1.328

Entry 11:
Below is a 3-piece molecular cluster, C5H15NO2 overall, with properties calculated with ωB97M-V/def2-TZVPD.

Structure (XYZ):
```
23
C5H15NO2 | OMol25 | ωB97M-V/def2-TZVPD
C -1.482 -0.224 -2.184
C -0.274 -0.230 -1.232
C -0.412 0.750 -0.099
C -0.500 0.299 1.156
N -0.638 1.082 2.318
C -0.392 2.219 -0.421
H -1.340 -0.919 -3.013
H -2.383 -0.506 -1.637
H -1.623 0.770 -2.613
H -0.134 -1.230 -0.822
H 0.619 -0.008 -1.826
H -0.531 -0.771 1.326
H -0.216 1.997 2.238
H -0.285 0.599 3.124
H -1.058 2.428 -1.255
H 0.610 2.554 -0.709
H -0.679 2.854 0.417
H 1.929 0.185 1.193
H 2.258 -1.330 1.129
O 2.671 -0.456 1.276
H 0.603 -3.305 0.164
H 1.918 -3.774 0.747
O 1.340 -2.984 0.723
```

Values from the calculation:
Charge: -1
F_max, eV/A: 1.1
Electronic energy, Ha: -404.70129
Spin multiplicity: 2
HOMO energy (alpha / beta), eV: 0.7 / -5.1
LUMO (alpha / beta), eV: 3.291 / 3.189
<S²>: 0.750
Gap between HOMO and LUMO (alpha / beta), eV: 2.605 / 8.336
Relative energy (zero: lowest compared OMol25 entry of this formula, charge and spin), kcal/mol: 0.0

Atomic partial charges in e from the Mulliken method, atoms 1 to 4: C -1.306; C -0.194; C 1.681; C -1.475

Entry 12:
Below is a 3-piece molecular cluster, C5H15NO2 overall, with properties calculated with ωB97M-V/def2-TZVPD.

Structure (XYZ):
```
23
C5H15NO2 | OMol25 | ωB97M-V/def2-TZVPD
C -1.778 -0.444 0.340
N -1.488 0.891 0.908
C 1.564 -1.475 0.911
C 2.257 -0.310 0.585
C 3.408 -0.320 -0.427
O 1.135 0.507 -0.047
C -3.205 -0.498 -0.143
H -1.152 -0.585 -0.557
H -1.584 -1.265 1.038
H -1.381 1.468 0.046
H 1.532 -2.404 0.355
H 1.026 -1.549 1.847
H 2.549 0.444 1.311
H 3.020 -0.513 -1.427
H 4.219 -1.034 -0.253
H 3.921 0.641 -0.425
H 0.558 -0.115 -0.541
H -3.570 -1.510 -0.323
H -3.925 0.057 0.464
H -3.232 0.040 -1.098
H -1.314 2.366 -2.166
H -0.559 0.883 1.295
O -1.403 1.500 -1.736
```

Values from the calculation:
F_max, eV/A: 4.0
Electronic energy, Ha: -404.45242
HOMO energy, eV: -7.5
LUMO, eV: -3.918
Gap between HOMO and LUMO, eV: 3.631
Relative energy (zero: lowest compared OMol25 entry of this formula, charge and spin), kcal/mol: 189.9

Atomic partial charges in e from the Mulliken method, atoms 1 to 4: C 0.041; N -0.731; C -0.606; C 0.520

- The highest relative energy (zero: lowest compared OMol25 entry of this formula, charge and spin) belongs to which entry?
  number 7

Repeat the eighth record exactly.
Below is a 2-piece molecular cluster, C5H15NO overall, with properties calculated with ωB97M-V/def2-TZVPD.

Structure (XYZ):
```
22
C5H15NO | OMol25 | ωB97M-V/def2-TZVPD
C 1.705 -1.220 -0.069
C 0.574 -0.189 0.079
N -0.077 0.018 1.411
C -2.268 0.917 0.187
C -1.206 0.905 1.376
C -1.943 0.946 2.713
H 2.546 -0.750 0.458
H 1.480 -2.156 0.471
H 1.864 -1.418 -1.133
H -0.201 -0.605 -0.594
H 0.676 0.810 -0.365
H -0.341 -0.892 1.834
H -3.315 0.849 0.513
H -2.278 0.158 -0.570
H -2.064 1.841 -0.373
H -0.789 1.915 1.276
H -2.242 -0.053 3.174
H -2.940 1.286 2.495
H -1.585 1.636 3.447
H 4.450 -2.062 -5.642
H 3.900 -0.739 -4.927
O 4.055 -1.197 -5.759
```

Values from the calculation:
Charge: +1
F_max, eV/A: 4.6
Electronic energy, Ha: -329.13424
Spin multiplicity: 2
HOMO energy (alpha / beta), eV: -13.4 / -13.4
LUMO (alpha / beta), eV: -3.002 / -8.157
<S²>: 0.755
Gap between HOMO and LUMO (alpha / beta), eV: 10.427 / 5.272
Relative energy (zero: lowest compared OMol25 entry of this formula, charge and spin), kcal/mol: 38.9

Atomic partial charges in e from the Mulliken method, atoms 1 to 4: C -1.119; C -0.358; N 0.043; C -1.213